The following is a DFT calculation (ωB97M-V/def2-TZVPD) of the molecule C6H6O2.

XYZ file:
```
14
Properties=species:S:1:pos:R:3:forces:R:3
C -1.405138 -0.149643 -1.260921 -1.45 1.21 1.42
C -0.625223 0.232277 -0.189511 -0.41 -0.92 -1.62
C -0.472133 1.377842 0.776563 1.04 -2.71 0.78
C 0.321637 0.853710 1.821081 -1.53 -0.88 -3.38
O 0.868777 -0.440159 1.534668 -0.92 1.97 -0.47
C 0.409999 -0.803048 0.195866 -0.23 0.45 0.63
C 1.502495 -0.671860 -0.878511 -0.71 -2.51 -0.54
O 1.489594 -1.346166 -1.909164 0.39 1.90 2.21
H -2.366035 0.451498 -1.495592 1.95 -0.93 -0.02
H -1.315027 -1.188104 -1.725741 0.03 1.74 0.76
H -1.015108 2.288494 0.521710 0.38 -0.08 1.06
H 0.475452 1.094052 2.850533 0.29 0.70 0.16
H -0.112280 -1.759035 0.287540 0.72 -0.10 -0.27
H 2.242990 0.060141 -0.528521 0.45 0.18 -0.71
```
Forces are in eV/Å.

E_tot = -382.60222 Eh

***

The following is a DFT calculation (ωB97M-V/def2-TZVPD) of the molecule C6H6O2.

XYZ file:
```
14
Properties=species:S:1:pos:R:3:forces:R:3
C -1.225940 -1.785656 -0.430865 3.83 -1.27 0.95
C -0.533019 -0.658324 -0.071111 -0.42 -2.14 0.22
C 0.712582 -0.439954 0.853345 -2.14 0.32 0.29
C 1.315377 0.943926 0.387842 -1.50 -1.03 -0.01
C 0.159185 1.601904 -0.335090 -0.41 3.21 1.31
O 0.100419 2.811268 -0.481366 -0.17 -1.39 -0.41
C -0.992528 0.629487 -0.630780 1.02 -1.00 -0.34
O -1.949787 0.782691 -1.330509 -0.44 0.82 -0.06
H -0.779695 -2.902454 -0.345577 -1.17 2.86 0.31
H -2.086141 -1.694285 -1.025570 -1.06 0.22 -0.65
H 1.376451 -1.282850 0.890009 0.46 -0.26 -0.27
H 0.176470 -0.451010 1.868206 1.23 0.64 -1.02
H 1.774962 1.619173 1.125108 -0.28 -0.44 -0.29
H 1.951665 0.826084 -0.473640 1.04 -0.54 -0.04
```
Forces are in eV/Å.

E_tot = -382.64165 Eh

***

Question: Which formula does entry 2 have?
Answer: C6H6O2

***

Repeat the first record exactly.
The following is a DFT calculation (ωB97M-V/def2-TZVPD) of the molecule C6H6O2.

XYZ file:
```
14
Properties=species:S:1:pos:R:3:forces:R:3
C -1.405138 -0.149643 -1.260921 -1.45 1.21 1.42
C -0.625223 0.232277 -0.189511 -0.41 -0.92 -1.62
C -0.472133 1.377842 0.776563 1.04 -2.71 0.78
C 0.321637 0.853710 1.821081 -1.53 -0.88 -3.38
O 0.868777 -0.440159 1.534668 -0.92 1.97 -0.47
C 0.409999 -0.803048 0.195866 -0.23 0.45 0.63
C 1.502495 -0.671860 -0.878511 -0.71 -2.51 -0.54
O 1.489594 -1.346166 -1.909164 0.39 1.90 2.21
H -2.366035 0.451498 -1.495592 1.95 -0.93 -0.02
H -1.315027 -1.188104 -1.725741 0.03 1.74 0.76
H -1.015108 2.288494 0.521710 0.38 -0.08 1.06
H 0.475452 1.094052 2.850533 0.29 0.70 0.16
H -0.112280 -1.759035 0.287540 0.72 -0.10 -0.27
H 2.242990 0.060141 -0.528521 0.45 0.18 -0.71
```
Forces are in eV/Å.

E_tot = -382.60222 Eh

***

Question: What is the E_tot in the first record?
Answer: -382.60222 Eh

***

Question: The lowest E_tot belongs to which entry?
Answer: number 2